Arrangement P

Density functional theory data (ωB97M-V/def2-TZVPD) for a molecular structure, C27H21Cl3HgN8O3PS2.

Output
Spin multiplicity: 2
Charge: -2
HOMO level (spin up / spin down) in eV: -3.11 / -3.11

Each line ends with the Mulliken spin population.
Atoms and positions in Å:
Hg: -2.34812 -0.93810 -1.34317  0.00
Cl: 1.91333 3.84093 -4.89916  0.07
Cl: 4.22327 3.14846 -2.32856  0.08
Cl: 3.15133 1.19440 -5.00597  0.07
S: -3.79847 0.95983 -0.99075  0.00
S: -3.50357 -1.92964 0.78097  0.00
P: -0.96012 1.65126 1.39710  0.00
O: 0.57754 2.09828 1.73405  0.00
O: -1.37921 1.28907 2.94428  0.00
O: -1.72634 3.07863 1.30701  0.00
N: 1.91903 -2.63267 2.33291  0.00
N: -5.66803 0.59335 5.89734  0.00
N: 2.91547 -0.73569 -0.52105  0.00
N: 0.51966 -1.92937 0.70528  0.00
N: 0.36625 1.40673 -2.59594  0.23
N: 4.69160 0.41841 1.31015  0.00
N: -5.91110 4.10518 3.76252  0.00
N: 0.70704 -3.21765 2.44399  0.00
C: 2.26089 -2.48611 -3.57829  0.00
C: -4.50412 -0.41897 2.77979  0.00
C: -0.10709 -2.79355 1.46333  0.00
C: -5.35344 0.65929 4.79206  0.00
C: 3.36323 -2.84803 -4.33510  0.00
C: 2.12325 2.29492 -4.22038  0.61
C: -4.11231 -0.43334 1.43608  0.00
C: 2.83261 -0.97663 0.78982  0.00
C: 3.71769 -0.40813 1.69306  0.00
C: 1.42216 2.37324 0.60165  0.00
C: 3.85251 0.12047 -0.89593  0.00
C: -1.08119 -0.03002 3.38205  0.00
C: 0.82881 -3.64507 -5.13045  0.00
C: -0.98509 -1.95189 -2.47996  0.00
C: 1.93754 -4.00570 -5.88123  0.00
C: -4.97639 0.72038 3.40920  0.00
C: 4.73644 0.70201 0.01478  0.00
C: -5.07005 1.91431 2.67773  0.00
C: 3.20881 -3.60961 -5.48771  0.00
C: 1.75495 -1.85842 1.27488  0.00
C: -4.69359 1.91703 1.34468  0.00
C: -1.66893 4.02365 2.37178  0.00
C: 1.18024 1.81708 -3.30823  -0.07
C: -5.53598 3.12605 3.28764  0.00
C: -4.22336 0.77305 0.69455  0.00
C: 0.97664 -2.88125 -3.97027  0.00
C: -0.14714 -2.46370 -3.18662  0.00
H: 1.80727 -4.59392 -6.78216  0.00
H: -1.13835 -3.09631 1.36467  0.00
H: -2.02269 4.97370 1.97418  0.00
H: 4.34986 -2.52387 -4.02700  0.00
H: -0.16537 -3.94312 -5.43818  0.00
H: 5.46100 1.42418 -0.33659  0.00
H: 4.07344 -3.88604 -6.07911  0.00
H: -1.50702 -0.77213 2.70070  0.00
H: 1.29958 3.40649 0.27539  0.00
H: -1.52983 -0.15075 4.36774  0.00
H: -2.31395 3.70993 3.19364  0.00
H: 0.52337 -3.86957 3.18445  0.00
H: -4.42403 -1.33603 3.34839  0.00
H: 2.36337 -1.88051 -2.68441  0.00
H: -4.74030 2.84309 0.78772  0.00
H: -0.64718 4.13617 2.73825  0.00
H: 3.62599 -0.62517 2.75019  0.00
H: 0.00034 -0.18092 3.45686  0.00
H: 3.91839 0.39399 -1.94173  0.00
H: 1.18796 1.71626 -0.23778  0.00
H: 2.45152 2.22207 0.91490  0.00

=====

Arrangement Q

Density functional theory data (ωB97M-V/def2-TZVPD) for a molecular structure, C27H21Cl3HgN8O3PS2.

Output
Spin multiplicity: 2
Charge: -2
HOMO level (spin up / spin down) in eV: -2.56 / -2.56

Each line ends with the Mulliken spin population.
Atoms and positions in Å:
Hg: -0.21163 -0.60845 1.26593  0.00
Cl: 0.69983 -6.93152 -0.40745  0.09
Cl: 0.67158 -4.66852 -2.26885  0.09
Cl: -2.64130 -6.21636 -1.80669  0.01
S: -0.57025 1.85097 2.42919  0.00
S: 1.70612 -0.49476 3.04920  0.00
P: -2.62167 1.34210 -1.45874  0.00
O: -4.06966 2.11520 -1.56645  0.00
O: -2.84672 0.43867 -2.80791  0.00
O: -1.64655 2.47656 -2.09763  0.00
N: -1.76954 -1.38527 3.21782  0.00
N: 6.40666 3.11873 1.51242  0.00
N: -3.29085 -3.81997 -0.05738  0.00
N: -0.16408 -3.72152 1.18354  0.27
N: -2.38047 -1.95188 0.59052  0.00
N: -3.41147 -2.21492 5.29067  0.00
N: 3.61596 6.00367 0.75741  0.00
N: -3.53030 -3.76820 1.26274  0.00
C: 5.28181 2.91615 1.66144  0.00
C: 0.37557 -5.30547 -0.73544  0.61
C: -0.57153 2.97960 -1.27828  0.00
C: 3.35901 1.43292 -2.05691  0.00
C: 2.54854 0.33132 -2.36192  0.00
C: -2.80304 -2.18645 2.99321  0.01
C: -2.59823 -2.74562 -0.43888  0.00
C: -3.62463 -2.60079 4.03802  0.00
C: 2.81549 -0.39855 -3.52364  0.00
C: 2.92714 3.65656 1.57918  0.00
C: -1.54879 -0.98475 4.46139  0.00
C: 2.11550 1.10785 2.48889  0.00
C: 1.13679 2.11491 2.22253  0.00
C: 0.07666 -4.44285 0.31180  -0.07
C: 4.41002 1.78635 -2.88735  0.00
C: 1.48651 -0.01683 -1.46887  0.00
C: 1.58108 3.36163 1.76343  0.00
C: -1.71234 -0.32697 -3.22468  0.00
C: 0.63556 -0.27887 -0.64290  0.01
C: 3.46306 1.41205 2.28004  0.00
C: -2.96505 -2.62796 1.61032  -0.01
C: -2.37301 -1.40778 5.49467  0.00
C: 4.66693 1.05274 -4.03955  0.00
C: 3.86629 -0.03801 -4.35318  0.00
C: -4.97214 1.89461 -0.48645  0.00
C: 3.31275 4.95150 1.11842  0.00
C: 3.88900 2.66284 1.84261  0.00
H: -0.63013 2.59933 -0.25510  0.00
H: -5.59238 2.78426 -0.38494  0.00
H: -1.14270 -0.70645 -2.37250  0.00
H: -5.61352 1.03389 -0.69230  0.00
H: 4.06288 -0.61357 -5.25068  0.00
H: 4.19954 0.64077 2.46087  0.00
H: -0.63829 4.06804 -1.26588  0.00
H: -1.03964 0.28785 -3.82623  0.00
H: 3.15562 1.99222 -1.15111  0.00
H: 2.19126 -1.25101 -3.76028  0.00
H: -2.23998 -2.61898 -1.45052  0.00
H: -4.46365 -3.25721 3.83928  0.00
H: 0.83993 4.12153 1.55382  0.00
H: 0.37729 2.66738 -1.71343  0.00
H: -2.18038 -1.08792 6.51265  0.00
H: -2.08380 -1.16028 -3.82064  0.00
H: -4.44167 1.71966 0.45347  0.00
H: 5.03245 2.63418 -2.62707  0.00
H: -3.31248 -4.71854 -0.61829  0.00
H: 5.49205 1.32679 -4.68601  0.00
H: -0.69700 -0.32662 4.59865  0.00

=====

The least stable of them is arrangement Q.

=====

Arrangement P

Density functional theory data (ωB97M-V/def2-TZVPD) for a molecular structure, C9H18N2O4.

Output
HOMO level in eV: -9.30

Each line ends with the Mulliken charge.
Atoms and positions in Å:
O: -1.95660 1.42089 1.32486  -0.70
O: 1.56968 -1.28537 1.62532  -0.47
O: -3.85898 1.08189 -0.73261  -0.54
O: 1.84230 -2.31596 -0.50716  -0.59
N: 0.25744 0.74152 0.85807  -0.07
N: -0.96232 -1.45758 -0.13311  -0.53
C: 3.66929 0.03430 -0.66577  -1.05
C: -1.13391 0.86957 0.60959  0.34
C: 2.39636 2.34799 -0.30417  -1.23
C: 2.46721 0.93733 0.10517  -0.34
C: -3.17641 -0.17565 -0.61927  -0.54
C: 1.18640 0.11374 -0.11514  0.51
C: -1.70757 -0.16424 -0.51016  0.12
C: 1.59786 -1.39871 0.28247  0.09
C: -3.88650 -1.12815 0.40800  -0.76
H: -4.96056 -1.68873 -0.22234  0.25
H: 0.63742 1.55544 1.48836  0.36
H: -3.53787 1.29808 0.13704  0.45
H: 1.88614 2.57387 -1.40799  0.21
H: -0.58825 -2.06117 -1.09947  0.29
H: 4.61777 0.67904 -0.76424  0.35
H: -3.41646 -0.80219 -1.44837  0.56
H: 2.72066 0.82099 1.08494  0.53
H: -4.26490 -0.24796 1.42896  0.14
H: 3.30424 2.86045 -0.01826  0.47
H: 1.61837 2.90131 0.36648  0.28
H: 3.81751 -0.94315 -0.15476  0.34
H: -1.28651 -2.07760 0.55580  0.11
H: -3.03541 -1.93287 0.77893  0.18
H: 0.76351 0.17286 -1.14963  0.36
H: -1.30301 0.05466 -1.55966  0.20
H: 3.20924 -0.48613 -1.70411  0.22
H: 1.51387 -2.29846 2.06225  0.44

=====

Arrangement Q

Density functional theory data (ωB97M-V/def2-TZVPD) for a single C9H18N2O4 molecule.

Output
SMILES: CC[C@H](C)[C@H](N)C(=O)N[C@@H](CO)C(=O)O
HOMO level in eV: -9.19

Each line ends with the Mulliken charge.
Atoms and positions in Å:
O: -1.07571 2.63701 3.74407  -0.52
O: -1.49388 -0.69940 -0.13512  -0.73
O: -2.84636 2.88887 2.42470  -0.54
O: 0.36449 0.51464 3.57459  -0.54
N: 0.98487 1.72606 -1.41620  -0.71
N: -0.44641 0.84502 1.17658  -0.09
C: -0.64425 0.19855 0.02778  0.08
C: 1.14875 -0.81203 -1.55807  0.67
C: -1.90170 2.29713 2.82090  0.33
C: 0.25157 -1.56436 -3.84080  -0.96
C: -0.88740 -0.07283 3.27284  -0.62
C: 0.72185 -2.10478 -0.76125  -1.82
C: -1.50642 0.84040 2.24973  -0.25
C: 0.25448 0.46758 -1.25624  0.35
C: 1.32978 -0.90299 -3.04401  -1.04
H: -0.32696 2.05104 3.80796  0.48
H: -0.55060 -0.78204 -3.93374  0.30
H: 1.71334 0.10073 -3.31883  0.40
H: 0.04883 -2.53401 -3.35137  0.28
H: -0.79241 -1.10449 2.81302  0.39
H: -0.34487 -2.10024 -0.82184  0.49
H: 0.74175 -1.68284 -4.86349  0.34
H: 1.14471 -2.98335 -1.24802  0.36
H: 0.36939 2.46539 -1.24759  0.31
H: -2.39552 0.40990 1.76769  0.56
H: 0.78102 0.05131 4.32456  0.31
H: -0.54400 0.47949 -2.04910  0.17
H: 2.12522 -0.58711 -1.03463  0.25
H: 1.11041 -1.79390 0.16027  0.47
H: 0.27662 1.58114 1.33857  0.33
H: -1.57283 -0.22768 4.22395  0.33
H: 2.21816 -1.57151 -3.18473  0.38
H: 1.74409 1.96930 -0.66219  0.26

=====

The least stable of them is arrangement P.

=====

Arrangement P

Density functional theory data (ωB97M-V/def2-TZVPD) for a gas-phase ion, C3H6IN2O (charge +1).

Output
Charge: +1
HOMO level (spin up / spin down) in eV: -12.18 / -12.01

Each line ends with the Mulliken charge.
Atoms and positions in Å:
I: -1.05267 0.00390 -3.73714  0.29
O: 0.97429 -1.27823 -1.63377  -0.43
N: 0.09802 -0.40247 -0.93915  0.19
N: 0.27865 0.23654 1.50441  -0.14
C: 0.36270 -0.53602 0.39166  -0.17
C: -0.44095 1.27717 1.87028  -0.32
C: -0.83417 0.18673 -1.65691  -0.27
H: -0.11291 1.49502 2.90592  0.26
H: -1.36508 0.96369 -1.24369  0.38
H: 0.82795 -0.32214 2.18160  0.27
H: 0.99833 -2.28719 -1.43997  0.39
H: 1.07160 -1.32290 0.59291  0.29
H: -0.80577 1.98590 1.20386  0.27

=====

Arrangement Q

Density functional theory data (ωB97M-V/def2-TZVPD) for a gas-phase ion, C3H6IN2O (charge +1).

Output
Charge: +1
HOMO level (spin up / spin down) in eV: -12.08 / -12.89

Each line ends with the Mulliken charge.
Atoms and positions in Å:
I: 3.43029 0.09224 -0.61126  0.16
O: 0.63381 -0.88644 0.15260  -0.28
N: -1.39212 0.34633 -0.11459  -0.12
N: 0.55885 1.52481 0.33144  -0.51
C: 1.94568 -1.08854 0.29931  -0.31
C: -2.21033 -0.70279 -0.38373  -0.43
C: -0.08356 0.33372 0.15013  0.48
H: -2.07790 -1.74515 -0.28388  0.34
H: -3.27494 -0.51698 -0.39554  0.29
H: 1.32582 1.49660 0.95674  0.31
H: -1.97699 1.28406 -0.16843  0.37
H: 0.80781 1.94787 -0.55207  0.28
H: 2.31358 -2.08573 0.61926  0.42

=====

The least stable of them is arrangement P.